The molecule C22H17F3N2O3S2. Source: the Open Molecules 2025 dataset; level of theory: ωB97M-V with the def2-TZVPD basis set.

## Properties
Molecular weight, g mol⁻¹: 478.517
Lowest unoccupied orbital energy, Ha: 0.006
E, hartree: -2279.6801
HOMO-LUMO gap, hartree: 0.31182
Maximum force, Eh/bohr: 0.076
Highest occupied orbital energy, Eh: -0.306
Structure (SMILES): Cc1c(N(Cc2ccc(OC(F)(F)F)cc2)S(=O)(=O)c2cccnc2)sc2ccccc12

Cartesian coordinates (Å):
C1 3.332 -1.401 -1.562
C2 2.604 -1.992 -0.382
C3 1.487 -1.354 0.172
N1 0.906 -0.249 -0.368
C4 -0.025 -0.424 -1.472
C5 -1.336 0.465 -1.288
C6 -2.494 0.076 -0.592
C7 -3.601 0.896 -0.484
C8 -3.584 2.073 -1.277
O1 -4.628 2.927 -0.926
C9 -4.895 4.180 -1.578
F1 -5.642 4.938 -0.694
F2 -3.908 4.923 -2.124
F3 -5.640 4.012 -2.727
C10 -2.559 2.422 -2.143
C11 -1.473 1.614 -2.155
S1 1.338 1.390 -0.013
O2 1.266 2.283 -1.148
O3 2.642 1.304 0.612
C12 0.154 1.890 1.270
C13 0.226 1.285 2.523
C14 -0.755 1.753 3.383
C15 -1.690 2.753 2.989
N2 -1.581 3.359 1.851
C16 -0.667 2.920 0.979
S2 0.737 -2.185 1.504
C17 1.932 -3.471 1.327
C18 2.138 -4.668 2.057
C19 3.053 -5.608 1.568
C20 3.897 -5.308 0.498
C21 3.852 -4.110 -0.142
C22 2.888 -3.198 0.293
H1 3.219 -0.374 -1.939
H2 4.392 -1.280 -1.250
H3 3.329 -2.120 -2.408
H4 -0.332 -1.516 -1.512
H5 0.490 -0.186 -2.392
H6 -2.444 -0.799 0.032
H7 -4.458 0.681 0.085
H8 -2.568 3.248 -2.872
H9 -0.689 1.877 -2.813
H10 1.118 0.687 2.768
H11 -0.645 1.323 4.417
H12 -2.532 3.052 3.694
H13 -0.499 3.564 0.162
H14 1.560 -5.036 2.896
H15 3.032 -6.607 1.920
H16 4.530 -6.159 0.198
H17 4.522 -3.849 -0.933